# C9H10CeCl5N6O3

A molecular structure, C9H10CeCl5N6O3 in a non-equilibrium geometry (ωB97M-V/def2-TZVPD, the OMol25 dataset).

Frontier orbital gap (spin up / spin down) (Ha): 0.1816 / 0.1824
Lowest unoccupied orbital energy (spin up / spin down) (eV): -12.701 / -12.682
Highest occupied orbital energy (spin up / spin down) (eV): -17.643 / -17.644

The geometry in ORCA input format:
```
! RIJCOSX wB97M-V def2-TZVPD def2/J DEFGRID3
* xyz 3 1
Ce -0.8936 0.7559 -0.0115
Cl -0.9928 -2.9062 -0.3719
Cl -6.6235 -0.2726 -0.0898
Cl -6.3972 -3.3850 -0.4016
Cl -3.5845 -4.7470 -0.5427
Cl -3.9213 1.4345 0.0011
O -1.3593 2.9653 0.4056
O -0.0537 4.6931 0.4754
O -0.7320 0.1841 2.2004
N -0.2164 3.5306 0.3242
N 0.7292 2.6247 0.0505
N 2.2403 0.5693 -0.1232
N 2.8256 1.8466 -0.1555
N 2.5670 4.1388 -0.0260
N -2.1922 -1.3445 2.9895
C -3.9433 -0.2996 -0.2006
C -4.9988 -2.4393 -0.3450
C -1.2024 -0.5099 3.1797
C -3.7304 -3.0586 -0.4171
C -2.6921 -0.8758 -0.3481
C -0.6263 -0.3739 4.5421
C 2.0584 2.9336 -0.0382
C -5.1118 -1.0372 -0.2137
C -2.5996 -2.2554 -0.3866
H -0.5595 0.6829 4.8022
H -2.6091 -1.4646 2.0752
H 0.3901 -0.7741 4.5432
H -2.5619 -1.8926 3.7543
H -1.2154 -0.8983 5.2892
H 3.8322 1.9327 -0.2351
H 2.5921 0.0309 -0.9132
H 3.5623 4.3104 -0.1009
H 1.9616 4.9419 0.0875
H 2.5367 0.0925 0.7274
*
```

Formally, the Mulliken partial charges of the atoms, in units of the elementary charge, are as follows: Ce 1.57; Cl -0.16; Cl -0.09; Cl -0.06; Cl -0.08; Cl -0.18; O -0.57; O -0.54; O -0.57; N 1.23; N -0.36; N -0.53; N -0.16; N -0.27; N -0.10; C 1.31; C 0.76; C 0.88; C -0.27; C -1.29; C -1.09; C 0.64; C -0.55; C 0.94; H 0.33; H 0.04; H 0.32; H 0.25; H 0.37; H 0.18; H 0.31; H 0.22; H 0.20; H 0.30